(1)
26
Properties=species:S:1:pos:R:3:forces:R:3:mulliken_spin:R:1 method="wB97M-V/def2-TZVPD" total_charge=+1 e_above_lowest_kcal_mol=0.0 orbital_gap_ev="5.99 / 7.72" e_lumo_ev="-4.684 / -5.873" multiplicity=6 total_energy_ha=-2254.22843
O -1.285360 1.591166 -4.367238 -1.91 0.59 3.52 0.16
C -1.616550 1.689399 -3.242928 2.72 -1.32 -6.58 0.09
Mn -1.394729 2.254211 -1.515577 -0.66 -0.61 1.61 3.84
C -1.268984 1.811010 0.396664 0.35 0.86 5.82 -0.06
O -1.294653 1.989018 1.553558 -0.15 -0.83 -4.88 0.03
C -0.593911 -1.223447 -3.306223 2.10 2.05 -4.12 0.63
O -1.091961 -1.349299 -2.294041 -1.71 -1.43 3.47 0.24
C 0.412182 2.221956 -1.847990 4.88 1.38 -0.66 -0.15
O 1.494031 2.405056 -2.158836 -2.10 -0.86 0.63 0.06
C -3.185655 1.930676 -1.769775 -7.74 2.69 -0.15 -0.06
O -4.313375 2.145423 -2.040590 4.65 -1.88 0.84 0.11
H -0.142824 -1.802609 -4.157249 -0.35 -0.75 0.74 0.14
C 0.901010 0.191462 2.940032 0.05 0.14 0.56 0.00
P 0.874418 -0.661219 1.380640 -0.09 0.41 -0.69 0.00
C 2.500575 -1.298784 1.077694 0.54 -0.34 0.10 0.00
C -0.252001 -2.024927 1.533863 -0.23 -0.46 0.26 0.00
O 0.475518 0.244949 0.247761 -0.39 0.51 -0.48 -0.02
H 1.364477 -0.416356 3.710771 0.06 -0.15 0.13 0.00
H -0.102919 0.443805 3.272294 -0.11 -0.05 -0.06 0.00
H 1.462644 1.119703 2.863693 0.11 0.03 -0.15 0.00
H 2.907295 -1.789384 1.957505 0.05 -0.11 0.13 0.00
H 2.483009 -2.020933 0.264500 -0.10 -0.03 -0.09 0.00
H 3.175448 -0.493264 0.794439 -0.07 0.13 0.03 0.00
H -1.186617 -1.697479 1.982486 -0.08 0.12 0.04 0.00
H -0.481419 -2.452473 0.561808 0.12 0.06 -0.18 0.00
H 0.160339 -2.807668 2.162739 0.08 -0.14 0.15 0.00

(2)
22
Properties=species:S:1:pos:R:3:forces:R:3:mulliken_spin:R:1 method="wB97M-V/def2-TZVPD" e_above_lowest_kcal_mol=15.7 orbital_gap_ev="5.83 / 7.69" e_lumo_ev="-1.125 / -0.635" multiplicity=3 total_energy_ha=-886.55398
C -0.474677 0.782961 -1.827120 0.02 0.86 0.12 0.06
C 0.925764 0.967788 -1.584650 0.03 0.24 0.18 0.07
C 1.089666 1.841892 -0.489312 -0.08 0.14 -0.68 0.01
C -0.183333 2.251594 -0.034460 -0.38 -0.11 -1.14 0.05
C -1.170436 1.612693 -0.847319 0.88 0.90 -0.63 -0.05
Mo -0.773004 -0.571556 -0.109681 -3.15 0.90 -0.80 1.32
N -2.571108 -0.326555 0.191293 0.94 -1.91 -0.38 -0.04
C 0.260355 -2.373697 -0.638902 -0.99 -1.00 -1.04 -0.05
C 1.563056 -1.851127 -0.670395 0.91 -1.06 0.04 0.49
H 2.037831 2.257637 -0.154397 -0.23 -0.40 0.13 0.00
H 1.718792 0.533949 -2.187793 -0.19 0.11 0.27 -0.02
H -0.382168 3.061348 0.666434 0.02 -0.55 0.07 0.01
H -2.217027 1.893871 -0.913812 0.32 -0.35 0.28 0.00
H -0.924787 0.378080 -2.730696 0.05 0.07 0.17 0.01
H 2.054670 -1.618332 -1.631954 -0.53 0.03 0.70 -0.01
H -0.098936 -3.028950 0.205635 0.52 0.74 -0.66 0.02
H -3.160902 -1.180031 0.012875 0.43 0.71 0.11 0.03
H 2.263127 -2.010020 0.176240 -0.79 0.39 -0.50 0.00
H -0.318733 -2.590016 -1.584833 0.97 -0.08 0.70 0.01
S 0.321363 0.352624 4.250841 0.23 -0.05 0.19 0.07
C 0.131279 -0.054451 2.748551 -0.85 -0.32 -2.35 0.06
N -0.090792 -0.329804 1.585156 1.86 0.75 5.23 -0.02

(3)
21
Properties=species:S:1:pos:R:3:forces:R:3:nbo_charge:R:1 method="wB97M-V/def2-TZVPD" e_above_lowest_kcal_mol=115.0 orbital_gap_ev="7.81 / 7.81" e_lumo_ev="0.442 / 0.442" total_energy_ha=-495.43028
C 1.243414 2.023680 -1.654009 -3.59 0.37 -0.27 -0.60
C 0.130509 1.021129 -1.102218 1.23 -0.21 -0.93 -0.25
C -0.551864 0.308014 -2.286986 -0.25 -0.33 -0.16 -0.62
C 0.636924 -0.060363 -0.186825 -2.27 0.56 2.19 -0.18
C -0.025458 -0.480570 0.947936 1.67 -0.67 -0.79 -0.06
C -1.364003 -0.000163 1.313420 1.25 -0.94 0.38 -0.05
N -1.927366 -0.680071 2.243773 -1.26 0.54 -0.37 -0.18
N -1.089986 -1.583536 2.765948 1.49 -0.41 0.03 -0.40
C 0.211489 -1.531199 2.035552 -0.99 -0.45 -0.04 -0.22
C 1.014956 -2.434118 2.615072 -0.16 2.25 -1.22 0.71
O 1.659694 -3.067692 3.332438 0.32 -0.71 0.07 -0.42
H 0.664231 3.039383 -1.786729 1.61 -1.82 0.09 0.21
H 1.734271 1.701999 -2.561934 -0.11 -0.08 -0.28 0.21
H 1.916098 2.024524 -0.874149 1.89 0.90 1.54 0.21
H -0.418132 1.624473 -0.420149 -1.42 0.78 -0.30 0.20
H -1.474170 -0.157139 -1.913516 -0.32 0.55 -0.39 0.21
H 0.031377 -0.686248 -2.481878 -0.49 2.19 -0.46 0.22
H -0.727427 1.061861 -3.168743 0.33 -1.95 1.41 0.22
H 1.494839 -0.431110 -0.583666 2.64 -1.79 -0.35 0.20
H -1.737613 0.829763 0.768985 -1.08 0.38 0.11 0.21
H -1.421781 -2.522617 2.997677 -0.49 0.86 -0.28 0.39

(4)
22
Properties=species:S:1:pos:R:3:forces:R:3:nbo_charge:R:1 method="wB97M-V/def2-TZVPD" e_above_lowest_kcal_mol=147.5 orbital_gap_ev="7.63 / 7.63" e_lumo_ev="0.000 / 0.000" total_energy_ha=-570.62917
H -2.154906 -2.155123 2.997655 -0.17 0.33 0.45 0.35
N -1.509484 -1.776341 2.323152 0.04 -1.60 -0.79 -0.62
C -1.259809 -0.565037 2.364415 -1.37 3.37 2.19 0.17
C -0.265956 0.050215 1.409662 -0.47 -1.60 -1.66 -0.37
C 0.512417 -1.105855 0.707557 -0.31 2.18 -2.47 -0.08
C 0.862780 -0.978179 -0.593337 0.46 -1.96 1.32 -0.27
C 0.503786 0.132335 -1.391212 0.28 2.80 -1.60 0.03
C 0.947370 0.361166 -2.868163 -2.68 0.70 0.05 -0.63
C -0.094190 1.211796 -0.844178 -0.53 -0.11 0.29 -0.24
C -0.582622 1.274063 0.496541 -0.18 -2.48 1.68 0.14
N -1.263464 2.298187 0.917850 -0.53 -0.03 -0.43 0.36
O -1.619582 3.261919 0.236486 -0.17 1.19 -0.88 -0.53
O -1.738118 2.358090 2.223837 3.75 -3.34 0.97 -0.55
H -1.712668 0.197474 3.194727 0.97 -1.79 -1.94 0.17
H 0.477899 0.446779 1.984138 2.15 1.14 2.33 0.25
H 0.956141 -1.948889 1.167120 -0.27 -0.46 1.23 0.23
H 1.493140 -1.786712 -1.002035 -0.40 0.55 -0.04 0.21
H 0.836672 -0.604329 -3.413792 0.68 0.86 0.08 0.22
H 1.907286 0.902466 -2.931871 -0.21 -0.81 -0.10 0.23
H 0.132870 1.117835 -3.320503 1.89 -1.78 0.81 0.22
H -0.332047 2.089351 -1.390986 -0.03 0.49 -0.76 0.24
H -2.481300 2.877728 2.201421 -2.90 2.35 -0.70 0.49

(5)
23
Properties=species:S:1:pos:R:3:forces:R:3:nbo_charge:R:1 method="wB97M-V/def2-TZVPD" smiles="N#CC/C=C/[Si](O)(O)/C=C/CC#N" e_above_lowest_kcal_mol=1.3 orbital_gap_ev=10.58 e_lumo_ev=0.354 total_energy_ha=-860.36468
N -3.103571 -2.177702 -0.858620 2.03 -0.07 -0.47 -0.32
C -1.987855 -2.299895 -1.171328 -3.54 0.61 0.89 0.30
C -0.661334 -2.556487 -1.595161 1.79 -1.78 0.26 -0.57
C 0.362839 -1.572508 -1.190125 0.39 0.64 1.91 -0.11
C 0.630078 -0.412606 -1.741257 -0.14 0.87 -0.25 -0.67
Si 1.349168 1.004148 -0.769936 1.46 0.25 -0.68 2.06
O 1.047022 2.473924 -1.530153 0.08 -0.71 0.33 -1.09
O 2.984133 0.677943 -0.749476 -0.10 0.35 0.04 -1.10
C 0.631774 0.963503 0.936488 0.96 0.37 -0.52 -0.70
C -0.593733 1.382977 1.138991 0.19 -0.32 1.16 -0.12
C -1.343358 1.199742 2.446283 -1.69 0.71 -1.09 -0.57
C -0.675654 0.354030 3.392393 0.63 -0.35 -0.01 0.29
N -0.016892 -0.333340 4.029925 -0.04 -0.12 0.33 -0.31
H -0.379428 -3.519406 -1.122639 -0.20 0.21 -0.43 0.26
H -0.620628 -2.697213 -2.648623 -0.23 -0.18 -1.04 0.26
H 0.822426 -1.729028 -0.212901 -0.22 -0.36 0.01 0.20
H 0.147952 -0.204534 -2.669423 -0.37 0.27 -0.83 0.21
H 1.459360 2.626370 -2.394285 -0.22 -0.19 0.41 0.50
H 3.661326 1.326976 -0.512665 -0.49 -0.20 0.02 0.51
H 1.195453 0.606216 1.777422 0.27 -0.67 0.19 0.24
H -1.011407 1.926558 0.337990 -1.37 0.42 -0.59 0.21
H -1.538034 2.177437 2.891347 -0.01 0.03 0.12 0.26
H -2.359635 0.782895 2.215753 0.80 0.22 0.24 0.27

(6)
24
Properties=species:S:1:pos:R:3:forces:R:3:nbo_charge:R:1 method="wB97M-V/def2-TZVPD" e_above_lowest_kcal_mol=64.5 orbital_gap_ev=8.69 e_lumo_ev=0.189 total_energy_ha=-721.22871
C -2.314031 -1.403019 0.176887 -0.50 2.26 0.10 -0.33
C -2.498607 1.006814 0.015529 -1.15 2.20 -0.54 -0.33
C -0.982645 -1.227211 0.068926 -2.44 1.32 -0.20 0.06
C -1.170710 1.071338 -0.209415 1.17 2.55 -0.11 0.04
C -3.225555 -0.257815 0.165018 0.18 0.86 0.12 0.46
C 1.746852 -1.204474 0.187378 -0.21 0.98 -0.47 0.73
C 1.647269 1.410037 0.865058 -3.39 -3.71 -0.81 0.01
C 1.039829 0.026020 -0.433375 1.26 0.14 3.91 0.15
N -0.366729 -0.025677 -0.117554 0.04 -0.42 -1.04 -0.40
N 1.405266 0.083673 -1.782028 0.59 -0.02 -0.27 -0.89
O 2.489042 -1.942620 -0.634640 -0.22 0.62 -1.66 -0.67
O -4.452217 -0.289531 0.270234 0.75 -0.41 -0.05 -0.60
O 1.684909 -1.413372 1.351034 0.12 -0.76 1.62 -0.59
O 1.069795 1.122877 2.080364 -1.21 1.46 -1.10 -0.67
H -2.859969 -2.270260 0.362943 0.02 -1.92 0.12 0.24
H -3.130127 1.976713 -0.003763 1.23 -1.80 -0.01 0.24
H -0.391793 -2.035790 0.058660 2.21 -2.76 0.14 0.20
H -0.571049 2.064713 -0.443276 -1.71 -2.13 0.56 0.21
H 1.186507 2.179023 0.322399 0.16 1.57 -0.12 0.18
H 2.634155 1.199803 0.940615 3.27 0.29 -0.65 0.17
H 2.298182 -1.556266 -1.554473 0.19 -0.77 1.27 0.50
H 2.361397 0.377623 -1.950052 -0.55 0.51 -0.29 0.40
H 0.687771 0.350498 -2.400335 -0.43 0.67 -1.01 0.41
H 1.712448 0.756903 2.663872 0.62 -0.73 0.49 0.49